[1]
Here is a structure of composition C5H10N2O5S from the Open Molecules 2025 dataset. Energies are from ωB97M-V/def2-TZVPD.

Geometry as XYZ:
```
23
Properties=species:S:1:pos:R:3:forces:R:3:lowdin_charge:R:1
C 1.590 1.459 -0.135 -1.567 -0.788 -1.861 -0.2562
C 2.154 0.337 -0.781 -5.066 3.724 2.367 -0.2982
C -0.214 -0.055 -0.089 1.740 -0.126 0.525 -0.4777
C -0.691 -0.779 1.205 -0.001 -1.338 -2.022 -0.0128
C -1.324 -0.005 -1.093 1.834 -0.616 -0.483 0.0029
N 0.229 1.286 0.214 3.608 -1.723 0.548 0.1048
N 1.106 -0.711 -0.637 0.783 1.764 3.759 0.1029
O 4.096 0.563 1.141 -0.040 -0.202 -0.458 -0.2452
O 1.930 2.775 0.037 2.965 -2.204 0.508 0.0795
O 5.668 -0.481 -0.416 -1.617 -0.829 0.076 -0.2130
O 3.531 -1.694 0.359 2.516 0.177 -0.084 -0.1161
O 3.415 0.113 -1.179 0.642 0.182 -0.802 -0.1031
S 4.320 -0.339 0.046 1.254 -0.010 1.546 0.6177
H -1.074 -1.792 0.926 0.441 0.545 0.119 0.0971
H -1.555 -0.274 1.569 -0.462 0.693 0.579 0.0679
H 0.070 -0.913 1.948 0.436 0.254 0.332 0.0724
H -2.181 -0.258 -0.600 -2.654 -0.280 1.020 0.0513
H -1.139 -0.785 -1.779 -0.045 -0.946 -1.118 0.0786
H -1.391 0.906 -1.630 -0.049 0.924 -0.388 0.0875
H -0.321 2.073 0.089 -1.350 1.439 -0.365 0.1145
H 2.610 -1.425 0.441 -1.365 -0.140 0.009 0.0444
H 2.886 2.608 0.299 -1.043 1.332 -0.281 0.1380
H 1.002 -1.101 -1.487 -0.960 -1.831 -3.528 0.0629
```
Positions in Å, forces in eV/Å.

Summary:
Gap between HOMO and LUMO, Eh: 0.3068
HOMO level, eV: -7.84



[2]
Here is a cluster of 2 separate species, CBrClFNO2 in total from the Open Molecules 2025 dataset. Energies are from ωB97M-V/def2-TZVPD.

Geometry as XYZ:
```
7
Properties=species:S:1:pos:R:3:forces:R:3:lowdin_charge:R:1
C 1.848 0.328 -0.119 -0.428 -0.603 -1.176 -1.1356
N -2.030 -0.185 0.526 -1.156 0.633 0.525 -0.2040
O -1.072 -0.538 1.127 -0.509 0.087 -0.076 -0.0549
O -2.413 -0.163 -0.599 0.788 -0.359 0.112 0.0960
F 1.763 0.845 -1.368 0.610 0.298 1.105 -0.1099
Cl 3.355 0.464 0.686 -0.262 0.193 -0.357 0.6257
Br 1.055 -1.390 -0.210 0.957 -0.248 -0.133 0.7828
```
Positions in Å, forces in eV/Å.

Summary:
Gap between HOMO and LUMO (spin up / spin down), Eh: 0.3204 / 0.2880
HOMO level (spin up / spin down), eV: -9.79 / -9.12



[3]
Here is a cluster of 3 separate species, C29H69BrN6O5P2 in total from the Open Molecules 2025 dataset. Energies are from ωB97M-V/def2-TZVPD.

Geometry as XYZ:
```
112
Properties=species:S:1:pos:R:3:forces:R:3:lowdin_charge:R:1
C 5.831 1.276 2.894 -0.109 -0.624 0.091 -0.1397
C 4.250 1.154 3.142 -0.462 1.485 -0.538 -0.2457
C 3.408 1.068 1.749 1.575 0.694 0.186 -0.2057
C 3.854 -0.141 0.807 -0.238 0.143 -0.824 -0.1997
C 3.015 -1.499 0.918 0.317 -0.527 0.106 -0.2057
C 1.836 -1.536 1.994 -0.093 -1.100 0.123 -0.2100
C 2.382 -1.872 3.499 -0.674 -1.365 -1.176 -0.1776
C 1.580 -3.179 4.046 0.219 0.349 0.992 -0.2137
C 0.165 -2.829 4.705 -0.626 0.237 -0.149 -0.2137
C -0.953 -2.338 3.651 -0.356 -0.735 0.342 -0.2075
C -1.350 -3.503 2.597 -0.474 0.685 -0.502 -0.1886
C -2.921 -3.410 2.195 0.951 0.030 -0.506 -0.1522
C -3.346 -1.892 1.890 1.429 -0.579 0.468 -0.1733
O -4.602 -1.898 1.144 -1.285 -0.158 3.330 -0.0398
C -5.697 -2.230 1.984 -3.139 -2.381 -1.677 -0.4666
O -6.601 -2.970 1.542 3.429 2.663 1.316 0.0894
O -5.848 -1.714 3.305 1.181 0.679 -2.325 -0.0581
C -6.942 -0.746 3.320 -0.972 0.264 0.200 -0.2083
C -6.901 0.329 2.128 -0.297 1.136 1.662 -0.6469
C -7.299 1.765 2.783 0.299 -0.835 -0.811 -0.1569
Br -8.315 -0.159 0.789 1.037 0.425 0.450 0.6493
H 6.266 0.269 2.579 -0.518 1.272 0.446 0.0603
H 6.105 2.017 2.057 -0.641 -0.970 1.354 0.0830
H 6.356 1.577 3.864 -0.697 -0.323 -1.366 0.0709
H 3.948 0.358 3.895 0.704 0.827 -1.096 0.0772
H 3.929 2.164 3.605 0.412 -1.563 -0.546 0.1025
H 3.707 2.035 1.189 -0.552 -1.448 0.821 0.1002
H 2.291 1.164 1.937 1.439 -0.434 -0.273 0.0993
H 4.970 -0.403 0.931 -1.734 0.661 -0.008 0.1000
H 3.759 0.234 -0.281 0.131 -0.567 1.648 0.1098
H 3.760 -2.330 1.221 -1.262 1.138 -0.443 0.1065
H 2.640 -1.816 -0.127 0.380 0.644 1.667 0.1064
H 1.184 -2.451 1.723 0.975 1.505 0.259 0.0802
H 1.126 -0.644 1.973 1.186 -1.027 -0.067 0.0947
H 2.279 -0.989 4.208 0.274 -1.251 -0.835 0.0994
H 3.465 -2.232 3.362 -1.448 0.954 0.486 0.1082
H 1.451 -3.966 3.221 0.194 1.253 1.023 0.1085
H 2.228 -3.687 4.856 -1.002 0.802 -1.151 0.1083
H -0.274 -3.740 5.257 0.748 1.214 -0.902 0.1122
H 0.257 -2.008 5.505 0.167 -1.154 -1.173 0.1107
H -1.924 -2.082 4.223 1.609 -0.428 -0.617 0.1093
H -0.642 -1.369 3.131 -0.325 -1.432 0.587 0.0992
H -1.123 -4.550 2.995 -0.316 1.482 -0.339 0.1144
H -0.762 -3.398 1.610 -0.769 -0.087 1.565 0.0986
H -3.575 -3.925 2.978 0.760 1.004 -0.912 0.1288
H -3.038 -3.997 1.224 -0.036 0.758 1.233 0.0962
H -2.568 -1.382 1.222 -1.203 -0.861 0.771 0.1452
H -3.387 -1.293 2.860 -0.361 -0.712 -1.401 0.1214
H -6.890 -0.150 4.305 0.285 -1.244 -1.463 0.1335
H -7.915 -1.362 3.328 1.387 1.188 -0.236 0.1301
H -5.878 0.477 1.652 -1.427 -0.764 0.378 0.1096
H -7.071 2.593 2.033 -0.574 -1.089 0.983 0.0810
H -8.411 1.711 3.026 1.578 0.403 -0.088 0.0773
H -6.635 1.933 3.697 -1.066 -0.215 -1.132 0.0822
C 4.730 5.633 -2.708 0.185 -0.067 0.230 -0.1303
N 3.291 5.709 -2.659 0.692 0.056 -1.526 -0.3651
C 2.675 5.178 -3.870 -0.522 0.159 0.162 -0.1257
P 2.251 5.944 -1.341 7.229 -0.031 0.767 0.7508
O 2.151 4.449 -0.983 -3.712 0.984 -0.834 -0.2926
N 2.974 6.372 0.165 -0.776 -0.176 1.971 -0.3185
C 4.376 6.650 0.399 0.088 0.759 -0.331 -0.1337
C 2.487 5.600 1.318 -0.271 -0.158 -0.161 -0.1510
N 2.275 7.663 -1.749 -3.014 -0.252 0.748 -0.3128
C 3.273 8.454 -2.438 0.051 -0.386 -1.224 -0.1121
C 1.332 8.481 -0.988 -0.109 0.008 0.138 -0.1467
H 5.096 6.110 -3.624 -0.076 -0.072 -0.098 0.0844
H 5.088 4.598 -2.696 0.111 -0.057 0.013 0.0871
H 5.225 6.168 -1.904 -0.150 -0.026 0.187 0.0468
H 2.173 5.983 -4.421 -0.057 -0.031 -0.158 0.0731
H 1.929 4.413 -3.636 0.035 -0.027 -0.015 0.0689
H 3.401 4.718 -4.546 0.083 0.112 0.258 0.0821
H 5.006 5.773 0.220 0.102 -0.072 -0.022 0.0829
H 4.547 6.967 1.434 -0.284 -0.143 -0.033 0.0831
H 4.734 7.492 -0.193 0.074 -0.113 -0.250 0.0601
H 2.987 4.632 1.396 -0.049 -0.177 0.049 0.0653
H 1.410 5.431 1.247 0.176 -0.125 -0.066 0.0705
H 2.648 6.143 2.254 0.183 0.207 -0.175 0.0784
H 4.264 8.389 -1.987 0.033 -0.193 0.048 0.0640
H 3.012 9.517 -2.446 -0.336 -0.202 0.223 0.0853
H 3.350 8.167 -3.491 0.174 -0.029 0.087 0.0813
H 1.796 8.885 -0.082 -0.003 0.044 -0.003 0.0790
H 0.464 7.887 -0.689 0.107 0.046 0.063 0.0699
H 0.945 9.312 -1.586 0.044 -0.081 -0.023 0.0763
C -0.473 -6.412 -3.414 -0.102 -0.109 -0.243 -0.1309
N -0.442 -5.012 -3.071 0.888 -1.061 1.047 -0.3640
C 0.768 -4.657 -2.338 -0.205 0.514 0.063 -0.1273
P -1.345 -3.713 -3.683 -1.139 -6.794 -2.271 0.7510
O -0.379 -3.416 -4.845 0.061 3.320 2.121 -0.2907
N -2.663 -4.095 -4.727 -0.972 1.220 -1.424 -0.3202
C -3.143 -5.422 -5.058 -0.400 -0.220 0.705 -0.1354
C -2.721 -3.293 -5.958 0.242 0.232 0.093 -0.1547
N -2.450 -3.967 -2.328 0.052 3.099 -0.046 -0.3045
C -2.734 -5.157 -1.555 1.046 -0.286 0.680 -0.1126
C -3.480 -2.939 -2.182 -0.105 0.179 -0.021 -0.1298
H -0.318 -7.018 -2.514 0.121 0.050 0.050 0.0836
H 0.305 -6.676 -4.139 0.028 -0.102 -0.074 0.0867
H -1.426 -6.745 -3.809 -0.082 0.193 -0.122 0.0470
H 0.514 -4.362 -1.312 0.124 0.029 0.135 0.0653
H 1.290 -3.819 -2.811 0.027 -0.026 -0.010 0.0682
H 1.483 -5.482 -2.277 -0.249 -0.031 -0.139 0.0819
H -2.397 -6.005 -5.606 0.062 -0.099 -0.051 0.0833
H -4.039 -5.370 -5.686 0.155 0.278 0.007 0.0829
H -3.473 -5.972 -4.178 0.230 -0.120 0.103 0.0602
H -2.049 -3.684 -6.727 0.111 0.070 -0.119 0.0771
H -2.454 -2.253 -5.760 0.115 -0.178 -0.065 0.0696
H -3.735 -3.275 -6.369 -0.069 -0.222 0.216 0.0773
H -3.043 -6.006 -2.165 0.119 -0.009 -0.157 0.0651
H -3.544 -4.990 -0.837 0.020 0.392 -0.238 0.0791
H -1.871 -5.456 -0.952 -0.027 -0.158 -0.119 0.0798
H -4.391 -3.208 -2.727 -0.029 -0.002 0.043 0.0842
H -3.123 -1.981 -2.571 -0.071 -0.092 -0.059 0.0737
H -3.735 -2.769 -1.132 0.026 -0.050 -0.065 0.0590
```
Positions in Å, forces in eV/Å.

Summary:
Gap between HOMO and LUMO, Eh: 0.2521
HOMO level, eV: -7.80
SMILES: CCCCCCCCCCCCCOC(=O)OC[C@H](C)Br.CN(C)P(=O)(N(C)C)N(C)C.CN(C)P(=O)(N(C)C)N(C)C



[4]
Here is a structure of composition C11H15NPY from the Open Molecules 2025 dataset. Energies are from ωB97M-V/def2-TZVPD.

Geometry as XYZ:
```
29
Properties=species:S:1:pos:R:3:forces:R:3:lowdin_charge:R:1
C -0.410 -0.964 -1.480 -0.963 -0.417 0.794 -0.2689
C 0.807 -1.677 -1.426 -0.089 0.086 0.365 -0.2331
C 0.637 -2.785 -0.549 -0.695 0.203 0.065 -0.2058
C -0.715 -2.789 -0.081 0.655 0.466 -0.373 -0.2165
C -1.388 -1.678 -0.652 1.462 0.723 -0.284 -0.2213
Y -1.089 1.963 1.431 -0.559 -0.371 0.833 0.7529
P -1.047 2.445 -1.009 0.438 -0.355 -0.747 0.5813
H -0.621 -0.055 -2.054 0.152 -0.602 0.074 -0.0046
H 1.708 -1.433 -1.999 -0.323 -0.120 0.277 0.0610
H 1.402 -3.520 -0.291 -0.258 0.196 -0.127 0.0602
H -2.428 -1.398 -0.505 0.096 -0.108 -0.108 0.0403
H -1.159 -3.523 0.586 0.109 0.110 -0.129 0.0589
H -2.352 2.272 -0.282 -0.208 0.108 -0.725 -0.1683
H -1.489 3.257 -2.105 -0.318 0.276 0.827 -0.1154
H -0.622 3.487 0.003 -0.082 0.639 -0.522 -0.1783
N 1.177 1.387 1.261 0.967 -0.830 0.320 -0.0522
C 1.819 1.644 2.593 -0.854 -0.069 -2.111 -0.2983
C 0.952 1.726 3.671 0.139 -0.054 0.886 -0.1125
C 1.460 2.234 4.882 -0.222 -0.400 -0.130 -0.0660
C 2.818 2.540 4.997 0.099 0.134 -0.205 -0.0740
C 3.675 2.421 3.889 -0.415 -0.398 -0.146 -0.0515
C 3.160 1.972 2.658 0.394 0.509 0.648 -0.0231
H 1.603 1.916 0.492 0.099 0.021 0.521 0.0880
H 1.251 0.413 0.925 0.015 -0.065 0.234 0.1069
H -0.079 1.280 3.650 0.870 0.603 0.055 0.0753
H 0.780 2.372 5.729 0.365 -0.178 -0.246 0.1144
H 3.225 2.872 5.959 -0.252 -0.062 -0.475 0.1127
H 4.736 2.662 3.990 -0.392 -0.069 -0.067 0.1124
H 3.777 1.909 1.753 -0.229 0.023 0.495 0.1255
```
Positions in Å, forces in eV/Å.

Summary:
Gap between HOMO and LUMO (spin up / spin down), Eh: 0.1712 / 0.1578
HOMO level (spin up / spin down), eV: -5.49 / -5.52



[5]
Here is the molecule C6H10N2 from the Open Molecules 2025 dataset. Energies are from ωB97M-V/def2-TZVPD.

Geometry as XYZ:
```
18
Properties=species:S:1:pos:R:3:forces:R:3:lowdin_charge:R:1
H 3.291 2.011 -2.141 -0.800 -1.643 -0.263 0.0717
N 2.393 1.457 -1.967 0.330 -0.655 2.000 0.0352
N 2.640 0.438 -1.248 -1.095 1.488 0.175 -0.0261
C 1.459 -0.118 -0.536 0.510 -0.814 -1.049 -0.1995
C 1.182 -1.382 -0.078 0.076 1.046 -1.565 0.0072
C -0.143 -0.985 0.451 -2.528 0.346 0.231 -0.3023
C -1.448 -1.531 -0.289 0.646 1.285 2.493 -0.0320
C 0.092 0.485 -0.087 1.703 0.892 1.025 -0.2596
C 0.088 1.715 0.902 -1.018 -0.377 0.411 -0.0726
H 1.472 -2.430 -0.224 0.702 0.714 0.106 0.1159
H -0.212 -1.200 1.537 -0.104 0.813 -0.367 0.1405
H -2.203 -2.022 0.310 0.264 -0.434 0.580 0.0653
H -1.070 -2.185 -0.981 0.227 -1.514 -2.278 0.0379
H -1.970 -0.675 -0.664 -0.141 0.208 -0.827 0.0571
H -0.515 0.811 -0.958 0.212 -0.802 0.524 0.1307
H 1.098 1.981 1.362 -1.619 -0.699 -0.146 0.0911
H -0.855 1.660 1.599 2.224 -0.344 -0.564 0.1018
H -0.234 2.576 0.338 0.410 0.489 -0.486 0.0377
```
Positions in Å, forces in eV/Å.

Summary:
Gap between HOMO and LUMO, Eh: 0.3240
HOMO level, eV: -8.77
SMILES: [H]/N=N/C1=C[C@H](C)[C@H]1C



Number 1: E -1080.33703 hartree, largest force on an atom 6.7 eV/A. Number 2: E -3377.20709 hartree, largest force on an atom 1.4 eV/A. Number 3: E -5107.41690 hartree, largest force on an atom 7.3 eV/A. Number 4: E -862.30516 hartree, largest force on an atom 2.3 eV/A. Number 5: E -343.97687 hartree, largest force on an atom 2.9 eV/A.